[1]
Density functional theory data (wB97M-V/def2-TZVPD) for a 6-piece molecular cluster, C29H57NO11PS5 overall.

Geometry as XYZ:
```
104
Properties=species:S:1:pos:R:3:forces:R:3
C 0.820254 -0.065841 -1.465232 -2.512 -5.547 -2.984
C 0.255755 -1.142664 -1.999076 4.485 4.263 2.950
C 0.150643 -2.667600 -2.576322 0.464 1.661 0.478
C 1.357788 -2.989411 -3.644700 -3.080 -0.060 -1.197
C 1.734694 -1.738220 -4.593848 -0.292 -0.318 -0.467
O 2.676683 -0.790237 -4.025834 0.074 -1.924 0.206
C 3.820013 -1.435775 -3.402110 0.243 -0.097 0.645
C 3.380684 -2.558767 -2.320043 1.340 0.753 0.714
P 4.892828 -3.380711 -1.439983 0.887 0.516 0.956
C 5.488891 -4.882782 -2.442894 -0.137 -0.897 -0.502
C 4.099986 -4.114398 0.153365 -1.544 0.154 -0.648
N 2.554503 -3.632950 -2.985310 -0.338 1.154 -0.559
H 1.392859 0.875000 -1.097899 -1.710 -2.108 -0.874
H 0.243657 -3.438098 -1.711626 -0.520 1.475 -1.316
H -0.888047 -2.738755 -3.075088 2.055 -0.250 0.709
H 0.904649 -3.804106 -4.350401 0.796 1.443 1.230
H 0.750995 -1.155588 -4.808559 1.778 -1.060 0.519
H 2.096483 -2.167253 -5.618624 -0.297 0.782 1.751
H 4.381951 -0.615838 -2.802245 -0.978 -1.479 -1.142
H 4.540600 -1.870605 -4.191166 -1.055 0.501 1.054
H 2.823602 -1.997160 -1.470209 0.403 -1.305 -1.597
H 4.658734 -5.677728 -2.616607 1.439 1.172 0.026
H 6.336214 -5.429022 -1.854262 -1.589 1.215 -0.870
H 5.973637 -4.525923 -3.442840 -1.035 -0.668 1.748
H 4.732231 -4.993120 0.539265 -1.108 1.474 -0.502
H 3.025558 -4.449753 -0.171053 1.779 0.027 0.894
H 3.915137 -3.298153 0.965272 0.808 -1.551 -1.487
H 2.284160 -4.368078 -2.295447 0.183 0.549 -0.692
H 3.139048 -4.052647 -3.749370 -0.492 0.172 0.978
C 2.637511 -1.747242 5.638455 0.209 -0.085 0.108
C 2.531272 -1.024223 4.296082 -0.295 0.030 -0.026
C 3.920335 -1.036411 3.656806 -0.251 0.511 -0.286
S 4.746785 -2.494073 4.283210 -0.102 -0.087 0.429
O 5.864211 -2.075372 5.097144 -0.058 -0.267 -0.455
O 4.888979 -3.458601 3.211425 0.323 0.104 -0.012
C 3.427042 -3.020500 5.360737 -0.386 -0.120 0.187
H 1.654277 -1.968196 6.058325 0.171 0.040 -0.035
H 3.177502 -1.120146 6.353136 -0.104 -0.191 -0.135
H 1.823640 -1.556466 3.650384 0.052 0.023 0.050
H 2.161391 -0.003025 4.415673 0.069 -0.133 0.014
H 3.862023 -1.092928 2.568304 0.222 -0.032 0.105
H 4.504779 -0.162968 3.953167 0.052 -0.190 0.000
H 3.840198 -3.475396 6.261155 0.130 0.002 -0.175
H 2.820721 -3.748260 4.815326 0.146 0.010 -0.001
C -1.361329 2.355119 7.522704 -0.201 0.000 0.069
C -0.655098 2.254771 8.875714 -0.028 0.264 0.107
C 0.045099 0.896101 8.928375 -0.065 0.075 0.624
S 0.418149 0.460193 7.234498 -0.137 0.512 0.088
O -0.355407 -0.708623 6.878184 0.425 -0.034 -0.068
O 1.847940 0.532953 7.028301 -0.303 -0.116 0.018
C -0.343229 1.891155 6.490113 -0.266 0.312 -0.250
H -1.704625 3.371806 7.318767 0.028 -0.136 -0.019
H -2.234583 1.694110 7.511770 0.075 0.078 -0.061
H 0.087602 3.055561 8.959148 -0.075 -0.089 -0.013
H -1.355356 2.369647 9.706770 0.114 -0.027 -0.080
H 0.971737 0.942954 9.502724 -0.052 -0.187 -0.167
H -0.609000 0.124517 9.339728 0.111 -0.006 -0.157
H -0.793339 1.619507 5.534782 0.139 -0.073 0.030
H 0.435184 2.643212 6.339397 -0.012 -0.137 0.012
C -5.639604 -5.105287 -3.109295 -0.104 -0.025 0.210
C -5.876222 -3.608069 -3.310513 -0.294 0.008 -0.116
C -4.532050 -2.902326 -3.126388 -0.339 0.491 0.169
S -3.276396 -4.090687 -3.584936 -0.729 -0.227 -0.319
O -2.500512 -4.418020 -2.408001 0.337 0.145 -0.276
O -2.658123 -3.676385 -4.826961 0.536 0.008 0.450
C -4.394272 -5.439269 -3.919353 -0.267 -0.406 -0.039
H -6.498429 -5.698447 -3.431123 0.126 0.044 0.042
H -5.463475 -5.312143 -2.048230 -0.013 -0.039 -0.113
H -6.249257 -3.431328 -4.325043 0.049 -0.018 0.112
H -6.623749 -3.219833 -2.614477 0.114 -0.015 -0.097
H -4.448720 -2.022397 -3.766414 0.198 -0.117 0.097
H -4.367092 -2.621378 -2.084042 0.114 -0.087 -0.113
H -3.934663 -6.384708 -3.630370 0.131 0.147 -0.059
H -4.609247 -5.436846 -4.990785 0.117 0.046 0.085
C -1.411457 3.244489 -0.863065 -0.131 0.031 -0.110
C -0.211293 3.903642 -0.183147 0.153 -0.008 -0.205
C -0.720079 4.583329 1.088610 0.536 0.342 -0.101
S -2.158541 3.656646 1.609785 -0.080 -0.072 0.018
O -3.320255 4.507964 1.496833 0.205 -0.283 0.310
O -1.845786 2.933243 2.824019 -0.272 0.244 -0.003
C -2.161188 2.511995 0.241891 0.050 -0.313 -0.391
H -1.102917 2.562499 -1.658789 -0.080 0.103 0.043
H -2.052567 4.013424 -1.305725 0.151 -0.230 0.177
H 0.526223 3.136263 0.079041 -0.051 0.040 0.027
H 0.282824 4.621144 -0.842994 -0.088 -0.067 0.080
H 0.029000 4.565174 1.881950 -0.249 0.032 0.049
H -1.032212 5.611663 0.894980 -0.102 -0.153 0.037
H -3.186059 2.257969 -0.029385 0.027 0.065 0.206
H -1.621356 1.614867 0.555899 -0.087 0.073 0.075
C -2.063059 6.959535 -5.735411 -0.019 -0.072 -0.203
C -3.506771 6.872096 -5.238441 -0.137 0.228 -0.129
C -3.550632 5.807717 -4.141067 -0.601 -0.035 -0.181
S -1.920992 5.781613 -3.404541 -0.031 0.497 -0.100
O -1.309251 4.501496 -3.685686 0.001 0.118 0.276
O -1.994116 6.325649 -2.065894 0.232 -0.488 -0.090
C -1.197252 7.003293 -4.483616 0.223 0.296 -0.339
H -1.903199 7.838025 -6.364633 0.010 -0.109 0.070
H -1.821681 6.070205 -6.327544 0.031 0.099 0.048
H -3.808954 7.840290 -4.824985 0.038 -0.111 -0.040
H -4.199365 6.631487 -6.048763 0.061 0.027 0.126
H -4.290014 6.049196 -3.375683 0.196 -0.159 0.044
H -3.751408 4.816492 -4.552905 0.134 0.054 0.123
H -0.152228 6.758923 -4.675303 -0.076 -0.065 0.186
H -1.272206 7.973800 -3.986957 0.008 -0.141 0.041
```
Positions in Å, forces in eV/Å.

For the frontier orbital gap, the calculation gives 8.8 eV. The calculation puts the total energy at -118461.86457 eV. Its total charge is +1.

***

[2]
Density functional theory data (wB97M-V/def2-TZVPD) for a 7-piece molecular cluster, C29H57NO22 overall.

Geometry as XYZ:
```
109
Properties=species:S:1:pos:R:3:forces:R:3
C 1.818492 -1.250422 3.107690 0.216 -0.169 0.653
N 1.958309 -0.033536 3.931485 0.299 0.307 -1.410
C 3.341745 0.366517 4.230516 -0.104 0.062 0.688
C 1.165974 1.044164 3.608291 -0.155 0.456 0.815
O 1.346261 2.160031 4.068475 0.141 -0.599 -0.294
C 0.007574 0.851484 2.634859 -0.554 -0.197 -0.045
O -1.159490 1.582728 3.037589 0.388 0.247 0.055
C -1.667456 1.235362 4.258117 -0.052 0.207 0.005
O -1.814090 1.997356 5.153546 -0.028 -0.132 -0.139
O -2.026301 -0.063261 4.328155 -0.113 -0.163 0.088
H 1.730010 -1.062573 2.039174 -0.120 0.038 -0.069
H 0.984462 -1.837689 3.489068 -0.149 -0.028 -0.296
H 2.705200 -1.864460 3.249912 -0.005 0.037 0.042
H 3.977507 -0.514238 4.250864 -0.034 -0.002 -0.057
H 3.384683 0.839003 5.210172 -0.018 0.007 -0.019
H 3.713312 1.096087 3.509423 0.031 -0.085 -0.113
H -0.271221 -0.183113 2.453574 0.184 -0.128 -0.023
H 0.315241 1.290337 1.685624 -0.039 -0.006 -0.025
H -2.127159 -0.422124 3.436697 0.076 -0.005 0.046
C 1.825370 5.059988 2.694790 0.130 0.266 -0.124
C 0.592156 4.671180 1.915396 -0.003 -0.333 0.250
O -0.009959 5.784325 1.224742 0.006 0.071 0.016
C 0.610717 6.177180 0.116936 -0.082 0.019 0.005
O 1.591184 5.677779 -0.368690 0.089 -0.022 -0.032
O -0.062127 7.217455 -0.387257 0.232 -0.014 0.027
C 0.540407 7.783695 -1.555952 -0.120 0.133 -0.120
H 1.594548 5.857376 3.402285 -0.042 -0.051 0.042
H 2.179481 4.193563 3.247090 -0.029 -0.007 0.065
H 2.622120 5.408814 2.038249 -0.034 -0.032 -0.058
H -0.179680 4.311181 2.592306 -0.060 0.052 -0.041
H 0.805597 3.881055 1.193910 0.058 0.075 -0.073
H 0.681489 7.027244 -2.323746 0.043 -0.036 0.023
H 1.494790 8.242317 -1.303591 0.038 -0.062 -0.007
H -0.151891 8.541686 -1.909193 -0.042 -0.010 0.049
C -2.970580 -4.580141 -1.031393 0.167 0.065 -0.090
C -3.020754 -3.650256 0.160304 -0.255 -0.188 0.034
O -1.811061 -2.880591 0.299150 0.038 0.014 0.062
C -1.677809 -1.865371 -0.550400 0.044 -0.084 0.080
O -2.482570 -1.510640 -1.370109 -0.019 0.020 -0.031
O -0.491460 -1.295442 -0.326089 0.061 0.114 -0.001
C -0.179256 -0.219757 -1.222553 0.099 0.136 -0.022
H -2.097270 -5.230242 -0.969134 -0.036 -0.042 0.041
H -3.866525 -5.199776 -1.055304 -0.011 -0.010 0.028
H -2.914894 -4.022769 -1.964701 -0.053 0.036 0.008
H -3.087751 -4.220399 1.084531 0.080 0.048 0.045
H -3.875780 -2.976497 0.112421 0.052 0.063 -0.078
H -0.963154 0.533059 -1.213763 -0.058 -0.034 -0.025
H -0.038502 -0.595109 -2.233968 -0.078 0.008 -0.021
H 0.747936 0.220607 -0.866740 0.027 -0.100 0.059
C -6.500583 8.221850 -3.522905 0.092 0.060 0.146
C -5.712981 7.008181 -3.966438 -0.211 0.002 -0.192
O -4.437766 6.919055 -3.313530 0.041 0.055 -0.001
C -4.471781 6.496844 -2.048328 0.067 -0.044 -0.049
O -5.454894 6.155873 -1.443643 -0.063 -0.010 0.045
O -3.228355 6.504558 -1.578261 0.064 0.020 0.019
C -3.102507 6.125078 -0.201578 -0.019 -0.113 0.147
H -5.917061 9.130179 -3.677849 -0.019 0.000 -0.065
H -7.423682 8.297181 -4.097717 0.005 -0.006 -0.030
H -6.757836 8.158270 -2.467222 -0.026 -0.056 -0.003
H -5.473182 7.078591 -5.025629 0.092 -0.018 0.012
H -6.269983 6.085668 -3.804531 0.011 0.007 0.105
H -3.563193 5.155587 -0.021859 -0.103 0.032 -0.047
H -3.561865 6.874975 0.440196 -0.074 -0.021 -0.017
H -2.043629 6.074249 0.006925 -0.022 0.058 -0.067
C -0.583137 -4.716461 5.061269 0.036 -0.124 -0.186
C 0.506040 -4.774672 6.109153 -0.139 0.243 0.041
O 1.194316 -6.035847 6.103665 -0.017 -0.030 0.056
C 2.047712 -6.233589 5.103420 -0.206 0.007 0.149
O 2.303249 -5.446449 4.226999 0.206 -0.016 -0.120
O 2.558446 -7.452586 5.246808 0.034 -0.046 0.015
C 3.488447 -7.854427 4.240993 0.091 -0.055 -0.061
H -1.277013 -5.548866 5.182264 -0.039 0.042 0.078
H -1.137120 -3.781077 5.146238 -0.008 0.002 0.061
H -0.160097 -4.775928 4.059240 0.023 0.048 0.002
H 0.081520 -4.700093 7.107626 0.040 -0.083 0.031
H 1.225004 -3.964223 5.988033 0.058 -0.054 -0.085
H 4.310370 -7.144902 4.171632 -0.020 0.045 -0.033
H 2.991185 -7.950433 3.276669 0.009 0.065 -0.011
H 3.868133 -8.821774 4.554187 -0.048 -0.008 0.045
C 5.090342 -5.694300 -3.413126 -0.095 0.122 0.110
C 6.088641 -6.303592 -2.453101 0.064 -0.143 -0.253
O 6.147064 -5.592653 -1.206176 0.005 0.071 0.010
C 5.133871 -5.816239 -0.371959 0.083 -0.020 0.019
O 4.217924 -6.576113 -0.554262 -0.062 -0.032 -0.011
O 5.314065 -5.062959 0.710981 -0.024 0.045 0.041
C 4.260735 -5.159334 1.677667 -0.039 0.126 0.099
H 5.314111 -4.639065 -3.574029 0.047 -0.019 -0.047
H 5.133611 -6.210698 -4.371950 0.030 -0.006 -0.009
H 4.075670 -5.772563 -3.026799 0.002 -0.062 0.010
H 7.096394 -6.229554 -2.856501 0.037 0.040 0.081
H 5.874988 -7.354887 -2.262450 -0.086 0.024 0.060
H 4.085361 -6.190912 1.961779 -0.031 -0.051 -0.054
H 3.343124 -4.728332 1.281446 -0.037 -0.070 -0.018
H 4.583765 -4.590389 2.543484 0.074 0.010 -0.031
C -1.325307 1.365992 -8.406625 -0.110 0.101 0.111
C -0.491857 0.556871 -7.437070 0.101 -0.090 -0.259
O -0.634791 1.015734 -6.083554 0.018 0.053 0.019
C -1.769555 0.665820 -5.478578 0.071 -0.007 0.051
O -2.640157 -0.020878 -5.944596 -0.066 -0.027 -0.036
O -1.766234 1.198694 -4.258053 0.008 0.019 0.056
C -2.949394 0.938403 -3.492404 -0.128 0.031 0.098
H -1.081011 2.425653 -8.324211 0.053 -0.010 -0.040
H -1.128498 1.040258 -9.427988 0.030 -0.005 -0.005
H -2.388363 1.244817 -8.206665 0.000 -0.062 -0.001
H 0.567320 0.677406 -7.655473 0.024 0.023 0.090
H -0.731354 -0.504973 -7.488221 -0.095 0.016 0.048
H -3.142174 -0.126987 -3.419725 0.003 -0.027 -0.047
H -3.805745 1.449874 -3.929076 0.014 -0.036 -0.075
H -2.758125 1.336932 -2.501353 0.048 0.042 -0.013
```
Positions in Å, forces in eV/Å.

For the frontier orbital gap, the calculation gives 10.1 eV. As for the structure (SMILES): CN(C)C(=O)COC(=O)O.CCOC(=O)OC.CCOC(=O)OC.CCOC(=O)OC.CCOC(=O)OC.CCOC(=O)OC.CCOC(=O)OC. The calculation puts the total energy at -77533.87815 eV.

***

Q: Look up the frontier orbital gap of the second one.
A: 10.1 eV

***

Q: Number 1 is which compound?
A: C29H57NO11PS5

***

Q: What is the formula in the second record?
A: C29H57NO22